1.
{"formula": "C14H16N4O3PtS2", "method": "ωB97M-V with the def2-TZVPD basis set", "species": ["Pt", "N", "C", "C", "C", "C", "C", "N", "C", "C", "C", "C", "C", "N", "H", "H", "H", "H", "H", "H", "H", "H", "H", "N", "C", "C", "O", "O", "H", "H", "H", "H", "C", "O", "C", "S", "S", "H", "H", "H"], "xyz": [[0.1123, 0.9394, -0.2071], [-0.1120, -2.4916, 0.4729], [-0.2420, -2.2306, -0.8725], [-0.5332, -3.2840, -1.7405], [-0.6960, -3.0566, -3.0719], [-0.4569, -1.7758, -3.5809], [-0.1179, -0.7959, -2.6676], [-0.0408, -1.0169, -1.3596], [0.5212, -1.7913, 1.5207], [0.9416, -2.5566, 2.6161], [1.5486, -1.9225, 3.6753], [1.7364, -0.5376, 3.6178], [1.3192, 0.0982, 2.4943], [0.7493, -0.5068, 1.4429], [-0.3829, -3.4348, 0.6701], [-0.6865, -4.2598, -1.2842], [-0.9634, -3.8523, -3.7524], [-0.5058, -1.5467, -4.6417], [0.1220, 0.2169, -3.0067], [0.8628, -3.6265, 2.5856], [1.9015, -2.5057, 4.4953], [2.1965, -0.0041, 4.4385], [1.4446, 1.1708, 2.4173], [1.2535, 2.9299, 0.4617], [2.7152, 2.6726, 0.4004], [3.0520, 1.6520, -0.6537], [4.2055, 1.6163, -1.0597], [2.1036, 0.8977, -1.0747], [0.9709, 3.5471, -0.3154], [0.9203, 3.3736, 1.3009], [3.0843, 2.2488, 1.3493], [3.3111, 3.5652, 0.2119], [-4.2882, 2.9907, -0.7957], [-4.3160, 1.5836, -0.9705], [-3.3255, 0.8257, -0.5214], [-3.4349, -0.7986, -0.7712], [-2.0529, 1.6268, 0.4284], [-5.1136, 3.4075, -1.3650], [-3.3378, 3.3807, -1.1379], [-4.4660, 3.2514, 0.2510]], "forces_ev_per_a": [[0.2, -0.5, 0.4], [0.2, 0.5, 0.6], [0.4, 0.7, -0.8], [-0.4, -0.6, 1.1], [0.2, 0.4, -0.9], [0.1, 0.0, 0.3], [0.0, 0.0, -1.0], [-0.1, 0.5, 0.6], [-0.4, -1.5, -1.2], [0.3, 0.4, 0.4], [-0.2, 0.1, -0.7], [0.0, -0.7, 0.6], [0.2, 0.8, -0.2], [-0.2, 1.1, -0.1], [0.1, -0.2, 0.5], [0.0, 0.0, -0.3], [0.0, -0.1, 0.1], [-0.1, -0.1, 0.3], [-0.1, -0.3, 0.2], [-0.2, -0.3, 0.0], [0.2, -0.2, 0.5], [0.0, 0.1, -0.1], [0.0, -0.1, -0.2], [0.0, 0.3, -0.8], [-0.3, 0.3, 0.8], [0.5, -0.4, -1.0], [-0.1, 0.0, 0.3], [-0.3, -0.2, 0.0], [0.3, -0.4, 0.5], [0.2, 0.1, 0.4], [-0.3, 0.2, -0.2], [-0.1, 0.1, 0.0], [-0.2, 0.4, 0.3], [-0.3, 0.0, -0.2], [0.6, -0.4, 0.5], [0.1, 0.1, -0.1], [-0.2, 0.0, -0.4], [0.0, -0.2, -0.2], [0.1, 0.2, 0.0], [0.3, 0.0, 0.0]], "spin_multiplicity": 3, "largest_force_ev_per_a": 1.98, "e_homo_ha": [-0.262, -0.278], "total_energy_ev": -51796.9076}

2.
{"formula": "C14H16N6O5", "method": "ωB97M-V with the def2-TZVPD basis set", "species": ["C", "H", "O", "C", "C", "C", "C", "C", "C", "O", "C", "H", "H", "H", "H", "C", "N", "N", "C", "O", "C", "N", "C", "N", "N", "C", "O", "N", "C", "O", "H", "H", "H", "H", "H", "H", "H", "H", "H", "H", "H"], "xyz": [[5.1883, -1.4108, -3.8679], [4.3917, -1.5044, -4.6085], [4.9421, -0.3547, -2.9662], [3.8516, -0.3329, -2.1597], [3.7750, 0.8005, -1.3462], [2.7414, 0.9975, -0.4623], [1.7297, 0.0429, -0.3629], [1.7944, -1.0946, -1.1704], [2.8312, -1.3025, -2.0654], [2.9130, -2.4144, -2.8686], [1.8977, -3.3828, -2.7916], [1.8406, -3.8315, -1.7945], [2.1753, -4.1496, -3.5136], [0.9214, -2.9688, -3.0640], [1.0060, -1.8264, -1.0858], [0.6287, 0.2104, 0.5530], [0.5265, 1.2397, 1.2935], [-0.5205, 1.3342, 2.1325], [-0.7245, 2.4329, 2.9071], [-0.0077, 3.3988, 2.9605], [-2.0261, 2.3022, 3.7287], [-3.2046, 2.3571, 2.9034], [-3.7026, 1.3169, 2.2166], [-3.1669, 0.1336, 2.2648], [-3.7801, -0.8680, 1.5754], [-4.9036, -0.7693, 0.8166], [-5.4028, -1.6984, 0.2331], [-5.4243, 0.5236, 0.7657], [-4.9202, 1.6181, 1.4148], [-5.4100, 2.7223, 1.3400], [-6.2581, 0.6471, 0.2010], [-3.3526, -1.7777, 1.6824], [-3.6208, 3.2529, 2.6877], [-2.0222, 1.3473, 4.2617], [-2.0578, 3.1261, 4.4423], [-1.2214, 0.5822, 2.1621], [-0.1240, -0.5916, 0.5855], [2.6928, 1.8756, 0.1594], [4.5700, 1.5228, -1.4420], [6.1190, -1.1425, -4.3677], [5.3146, -2.3637, -3.3506]], "forces_ev_per_a": [[0.2, -0.3, -0.4], [0.1, 0.0, 0.1], [-0.1, 0.2, 0.2], [-0.2, 0.1, 0.2], [0.0, -0.3, -0.2], [-0.2, -0.2, 0.0], [0.7, -0.1, -0.6], [-0.1, 0.2, 0.2], [0.2, 0.0, -0.2], [0.2, 0.4, 0.1], [-0.1, -0.1, 0.0], [0.0, 0.0, 0.0], [-0.1, 0.0, 0.1], [0.0, 0.0, 0.0], [-0.1, -0.1, 0.0], [-0.8, 0.0, 0.6], [0.7, 0.2, -0.4], [-0.6, -0.9, 0.0], [-0.3, 0.1, 0.3], [0.1, 0.2, 0.1], [0.4, 0.0, 0.0], [-0.2, 0.5, -0.1], [0.3, -0.9, 0.1], [-0.1, 1.0, 0.2], [0.0, -0.3, -0.1], [0.2, 0.0, 0.1], [-0.2, -0.2, -0.2], [-0.1, 0.0, 0.0], [-0.3, 0.1, -0.2], [0.1, -0.1, 0.1], [0.1, 0.0, 0.1], [-0.2, 0.2, -0.1], [0.0, -0.1, 0.0], [0.0, 0.1, 0.1], [0.1, -0.1, -0.1], [0.3, 0.3, 0.0], [0.0, 0.1, 0.0], [0.0, 0.1, 0.1], [0.1, 0.1, 0.0], [-0.1, 0.0, 0.0], [0.0, 0.1, -0.1]], "spin_multiplicity": 1, "largest_force_ev_per_a": 1.07, "e_homo_ha": -0.286, "total_energy_ev": -33954.7690, "de_lowest_ev": 0.000}

3.
{"formula": "C14H16O", "method": "ωB97M-V with the def2-TZVPD basis set", "species": ["C", "C", "C", "C", "C", "C", "C", "H", "H", "H", "H", "H", "H", "H", "H", "C", "C", "C", "C", "C", "C", "C", "O", "H", "H", "H", "H", "H", "H", "H", "H"], "xyz": [[1.1127, -2.9682, 1.4894], [0.0050, -3.1819, -2.0830], [0.5471, -3.5699, -0.8457], [-0.9042, -2.1407, -2.0537], [0.2627, -2.8180, 0.2947], [-1.4379, -1.6112, -0.8374], [-0.9476, -2.1429, 0.3815], [0.0955, -3.7418, -3.0550], [1.2935, -4.3207, -0.8295], [-1.0316, -1.6581, -3.0807], [-2.3840, -0.9833, -0.9169], [1.4835, -3.9618, 1.7687], [0.4522, -2.7456, 2.3754], [-1.5701, -2.0390, 1.3376], [2.0461, -2.3624, 1.4117], [0.0910, 4.0004, -1.8616], [0.1359, 1.4533, 1.4845], [-1.1226, 1.8449, 0.9393], [1.3929, 1.7893, 1.0263], [-1.0285, 2.7613, -0.0256], [1.3586, 2.4498, -0.2264], [0.1888, 2.9921, -0.7586], [0.1938, 0.7617, 2.6771], [-1.9564, 1.4725, 1.4632], [-0.6313, 0.5786, 3.0197], [2.3265, 1.7190, 1.5353], [-2.0469, 3.2136, -0.2947], [2.1765, 2.7692, -0.7960], [-0.7115, 3.8928, -2.5803], [0.7868, 3.9138, -2.6392], [0.1978, 5.0117, -1.6777]], "forces_ev_per_a": [[0.0, -0.3, 2.2], [-0.7, -0.9, 0.4], [-0.1, 1.6, -1.4], [0.0, 1.9, -1.2], [-0.3, -2.2, 0.3], [-1.0, -1.0, -0.7], [-1.5, 1.6, -0.8], [0.5, 0.7, 1.2], [0.7, -0.6, 0.2], [-0.8, -0.6, 1.6], [1.5, -0.7, 0.3], [-0.2, -0.2, -0.8], [1.1, 0.5, -0.6], [1.5, 0.3, -1.3], [-1.0, 0.1, 0.3], [-0.1, -1.7, -1.5], [0.3, -0.8, 1.7], [3.6, -1.0, 1.8], [-1.4, 1.2, -2.7], [-1.9, 1.1, -2.8], [-1.6, 0.9, 0.2], [-1.9, 0.3, 1.7], [2.5, 0.3, -1.1], [-1.3, 0.1, 0.2], [-2.8, -0.5, 1.0], [0.2, -0.7, 0.5], [1.8, -0.3, -0.2], [1.8, 0.0, -0.3], [-1.3, -0.2, 0.7], [2.3, -0.8, -0.7], [-0.2, 2.1, 1.4]], "spin_multiplicity": 1, "largest_force_ev_per_a": 4.10, "e_homo_ha": -0.300, "total_energy_ev": -16822.3396, "de_lowest_ev": 2.896}

4.
{"formula": "C14H16O", "method": "ωB97M-V with the def2-TZVPD basis set", "species": ["C", "C", "C", "C", "C", "C", "C", "H", "H", "H", "H", "H", "H", "H", "H", "C", "C", "C", "C", "C", "C", "C", "O", "H", "H", "H", "H", "H", "H", "H", "H"], "xyz": [[0.8444, 3.0136, 3.2115], [-0.1175, 1.2120, 0.0069], [0.5808, 1.9901, -0.8906], [0.1248, 1.4333, 1.3887], [0.6311, 2.6263, 1.7953], [1.1626, 3.2090, -0.5289], [1.1611, 3.5309, 0.8134], [-0.7459, 0.4686, -0.4590], [0.6319, 1.6848, -1.9359], [-0.4017, 0.7839, 2.0867], [1.7174, 3.9007, -1.1522], [0.9347, 4.1141, 3.2270], [1.8368, 2.7981, 3.6246], [1.6441, 4.4448, 1.1372], [0.0378, 2.7234, 3.8825], [1.3176, -3.2621, -2.2339], [-1.9751, -1.6286, -0.0895], [-2.1244, -1.8941, -1.4294], [-0.9063, -2.1864, 0.6174], [-1.0851, -2.5097, -2.1240], [0.2130, -2.5963, -0.0794], [0.1140, -2.7932, -1.4774], [-2.8984, -0.9595, 0.6625], [-3.0061, -1.5238, -1.9427], [-3.7742, -0.9340, 0.3089], [-0.8114, -2.0035, 1.6834], [-1.2300, -2.7786, -3.1609], [1.1367, -2.7730, 0.4573], [2.1681, -2.6252, -2.0056], [1.2032, -3.1701, -3.3171], [1.6165, -4.2957, -2.0769]], "forces_ev_per_a": [[0.3, 1.5, 0.6], [1.4, 0.3, 0.2], [-0.1, 0.7, -1.3], [-2.7, -0.7, -1.1], [2.1, 1.4, -0.8], [0.5, -0.3, 1.3], [-0.5, -0.9, 0.6], [0.2, -0.5, 0.7], [-0.3, 0.1, 0.1], [0.4, 0.0, 0.1], [-0.3, -0.4, -0.6], [-0.6, -0.2, 0.1], [-0.2, -0.9, -0.1], [-0.2, 0.1, 0.1], [0.2, -0.2, 0.1], [0.3, 0.1, -0.8], [-0.7, -1.3, 0.8], [0.0, 0.4, -0.4], [0.8, 1.5, 0.1], [0.1, -0.1, 0.5], [-0.8, -0.4, -0.9], [0.3, -0.1, 0.4], [0.8, 0.2, 0.8], [0.0, -0.2, -0.1], [-0.6, -0.1, -0.8], [-0.3, -0.1, 0.0], [0.2, 0.2, -0.1], [0.0, -0.2, -0.1], [0.2, 0.0, 0.2], [-0.3, 0.1, 0.1], [-0.1, -0.1, 0.4]], "spin_multiplicity": 1, "largest_force_ev_per_a": 3.03, "e_homo_ha": -0.311, "total_energy_ev": -16824.2572, "de_lowest_ev": 0.978}

5.
{"formula": "C14H16O2", "method": "ωB97M-V with the def2-TZVPD basis set", "species": ["C", "C", "C", "C", "C", "C", "C", "O", "H", "H", "H", "H", "H", "H", "H", "H", "C", "C", "C", "C", "C", "C", "C", "O", "H", "H", "H", "H", "H", "H", "H", "H"], "xyz": [[-0.1469, 1.6764, -1.5349], [-1.2198, 1.7178, 0.6055], [-1.3696, 1.9860, -0.7559], [-2.1548, 1.7674, 1.5445], [-2.7683, 2.3252, -1.0658], [-3.5167, 1.8666, 1.1466], [-3.8350, 2.2656, -0.1352], [-4.5595, 1.7584, 2.0373], [-0.2474, 1.4585, 1.0342], [-2.0097, 1.5599, 2.5874], [-0.2517, 1.9487, -2.5095], [0.2024, 0.6914, -1.5413], [-2.9763, 2.7660, -2.0861], [-4.8359, 2.5199, -0.4983], [-4.2908, 1.4233, 2.9078], [0.8564, 2.0027, -1.1494], [2.7913, -0.3023, 1.7452], [0.5372, -2.6292, -0.3531], [1.4817, -2.9520, -1.3049], [0.9720, -1.6330, 0.6422], [2.3439, -1.2461, 0.7451], [2.8356, -2.5635, -1.3284], [3.2662, -1.8174, -0.1543], [1.0462, -3.6751, -2.3216], [-0.5172, -2.8662, -0.3547], [0.2109, -1.2829, 1.2146], [3.3329, -2.8859, -2.1450], [1.7756, -4.0540, -2.7987], [3.0407, 0.6841, 1.3172], [3.6642, -0.6765, 2.1213], [4.2827, -1.6488, -0.1133], [2.0598, -0.1850, 2.5015]], "forces_ev_per_a": [[1.3, 1.0, 1.1], [2.7, 0.0, -0.4], [-2.8, -0.4, 2.0], [-4.4, -0.6, 0.8], [2.2, 0.5, -1.4], [0.1, 0.8, 1.0], [1.5, -0.1, -1.3], [0.1, -0.1, 0.1], [0.2, 0.2, -0.6], [0.5, -0.1, 0.3], [0.0, 1.0, -2.9], [-0.8, -2.4, 0.0], [0.1, -0.9, 1.1], [0.4, -0.2, 0.5], [0.2, 0.2, -0.5], [-1.2, 1.2, 0.0], [-0.7, 1.9, -0.8], [1.7, 3.4, 2.5], [0.7, 0.4, 0.3], [2.6, -3.0, -3.8], [-1.9, -2.0, -1.9], [-3.1, 2.0, 6.0], [-2.7, -1.2, -2.8], [-1.4, -1.4, -1.6], [0.2, -0.4, -0.4], [-1.7, 1.3, 2.1], [2.4, -0.8, -2.1], [0.4, -0.2, -0.4], [-0.2, -0.2, 0.1], [2.4, -0.7, 1.5], [2.1, 0.8, 0.5], [-0.6, 0.3, 0.9]], "spin_multiplicity": 1, "largest_force_ev_per_a": 6.99, "e_homo_ha": -0.299, "total_energy_ev": -18870.0803, "de_lowest_ev": 2.554}

6.
{"formula": "C14H16O2", "method": "ωB97M-V with the def2-TZVPD basis set", "species": ["C", "C", "C", "C", "C", "C", "C", "O", "H", "H", "H", "H", "H", "H", "H", "H", "C", "C", "C", "C", "C", "C", "C", "O", "H", "H", "H", "H", "H", "H", "H", "H"], "xyz": [[-1.9602, -3.0287, 1.0034], [-0.7321, -1.1607, -0.2891], [-1.2792, -2.4252, -0.2864], [-0.2929, -0.5313, -1.4446], [-0.2276, -1.1999, -2.6834], [-1.5226, -2.9360, -1.5765], [-0.9212, -2.3895, -2.6886], [0.0509, -0.6734, -3.9083], [-0.4219, -0.4698, 0.5363], [0.1433, 0.5143, -1.3142], [-2.1633, -2.0855, 1.4732], [-1.5273, -3.7203, 1.6776], [-2.1999, -3.7168, -1.5127], [0.2507, 0.2813, -3.9056], [-0.9057, -2.9917, -3.6629], [-2.9402, -3.5087, 0.7404], [-0.7475, 2.0041, 3.8751], [-0.0922, 2.7333, 1.4876], [0.0424, 1.8900, 2.5791], [0.6953, 2.6489, 0.2948], [1.7319, 1.7071, 0.2788], [1.0043, 0.8361, 2.4796], [1.8351, 0.8199, 1.4178], [2.5951, 1.4919, -0.8397], [-0.9508, 3.4198, 1.4945], [0.4266, 3.3467, -0.5072], [-0.6558, 1.0707, 4.3834], [-1.8380, 2.3345, 3.7768], [0.9904, 0.1395, 3.1988], [3.3187, 2.2051, -0.9012], [2.4586, -0.0354, 1.2727], [-0.3553, 2.8609, 4.5488]], "forces_ev_per_a": [[-1.2, 1.3, -2.5], [1.7, 1.7, 0.7], [-1.1, -0.5, 0.3], [1.7, 1.4, -1.2], [-2.0, 1.1, 1.3], [1.6, 1.1, 1.9], [0.0, -2.5, -2.4], [0.8, 0.5, -0.2], [-1.0, -1.3, 0.1], [-0.7, -1.5, -0.4], [-0.5, 0.0, 1.1], [1.3, -0.5, 0.3], [-0.9, -1.9, -1.0], [0.0, -0.7, 0.5], [-0.5, 1.1, 1.3], [0.7, 0.6, 0.0], [-0.7, 2.7, 0.0], [-0.5, 0.0, -0.6], [0.5, -0.4, 0.0], [0.1, -0.3, 1.2], [0.0, 0.0, 0.7], [-1.6, 4.2, -1.7], [0.5, 0.1, -2.8], [0.5, 1.6, 1.0], [0.6, 0.0, 0.0], [0.5, -0.5, 0.1], [-0.2, -0.5, 0.7], [1.3, -0.9, -0.3], [0.4, -2.6, 2.5], [-1.9, -1.5, 0.4], [0.7, -0.3, 0.0], [-0.1, -1.5, -1.0]], "spin_multiplicity": 1, "largest_force_ev_per_a": 4.81, "e_homo_ha": -0.301, "total_energy_ev": -18870.3579, "de_lowest_ev": 2.277}

Repeat the fourth record exactly.
{"formula": "C14H16O", "method": "ωB97M-V with the def2-TZVPD basis set", "species": ["C", "C", "C", "C", "C", "C", "C", "H", "H", "H", "H", "H", "H", "H", "H", "C", "C", "C", "C", "C", "C", "C", "O", "H", "H", "H", "H", "H", "H", "H", "H"], "xyz": [[0.8444, 3.0136, 3.2115], [-0.1175, 1.2120, 0.0069], [0.5808, 1.9901, -0.8906], [0.1248, 1.4333, 1.3887], [0.6311, 2.6263, 1.7953], [1.1626, 3.2090, -0.5289], [1.1611, 3.5309, 0.8134], [-0.7459, 0.4686, -0.4590], [0.6319, 1.6848, -1.9359], [-0.4017, 0.7839, 2.0867], [1.7174, 3.9007, -1.1522], [0.9347, 4.1141, 3.2270], [1.8368, 2.7981, 3.6246], [1.6441, 4.4448, 1.1372], [0.0378, 2.7234, 3.8825], [1.3176, -3.2621, -2.2339], [-1.9751, -1.6286, -0.0895], [-2.1244, -1.8941, -1.4294], [-0.9063, -2.1864, 0.6174], [-1.0851, -2.5097, -2.1240], [0.2130, -2.5963, -0.0794], [0.1140, -2.7932, -1.4774], [-2.8984, -0.9595, 0.6625], [-3.0061, -1.5238, -1.9427], [-3.7742, -0.9340, 0.3089], [-0.8114, -2.0035, 1.6834], [-1.2300, -2.7786, -3.1609], [1.1367, -2.7730, 0.4573], [2.1681, -2.6252, -2.0056], [1.2032, -3.1701, -3.3171], [1.6165, -4.2957, -2.0769]], "forces_ev_per_a": [[0.3, 1.5, 0.6], [1.4, 0.3, 0.2], [-0.1, 0.7, -1.3], [-2.7, -0.7, -1.1], [2.1, 1.4, -0.8], [0.5, -0.3, 1.3], [-0.5, -0.9, 0.6], [0.2, -0.5, 0.7], [-0.3, 0.1, 0.1], [0.4, 0.0, 0.1], [-0.3, -0.4, -0.6], [-0.6, -0.2, 0.1], [-0.2, -0.9, -0.1], [-0.2, 0.1, 0.1], [0.2, -0.2, 0.1], [0.3, 0.1, -0.8], [-0.7, -1.3, 0.8], [0.0, 0.4, -0.4], [0.8, 1.5, 0.1], [0.1, -0.1, 0.5], [-0.8, -0.4, -0.9], [0.3, -0.1, 0.4], [0.8, 0.2, 0.8], [0.0, -0.2, -0.1], [-0.6, -0.1, -0.8], [-0.3, -0.1, 0.0], [0.2, 0.2, -0.1], [0.0, -0.2, -0.1], [0.2, 0.0, 0.2], [-0.3, 0.1, 0.1], [-0.1, -0.1, 0.4]], "spin_multiplicity": 1, "largest_force_ev_per_a": 3.03, "e_homo_ha": -0.311, "total_energy_ev": -16824.2572, "de_lowest_ev": 0.978}

Which formula does entry 1 have?
C14H16N4O3PtS2